Entry 1:
Below is C17H25ClOTi as an isolated structure in a non-equilibrium geometry, with properties calculated with ωB97M-V with the def2-TZVPD basis set.

The calculation puts the strongest force on any atom at 2.561 eV Å⁻¹. For the relative energy (zero: lowest compared OMol25 entry of this formula, charge and spin), the calculation gives 0.38 kcal/mol. The value obtained for the frontier orbital gap is 8.41 eV. The total charge is +2.

CARTESIAN COORDINATES (ANGSTROEM)
C 3.892840 0.216558 -1.370377
C 4.332561 -0.312627 -2.738169
C 3.604180 1.713050 -1.490524
C 5.003405 0.019750 -0.336106
Cl 2.448481 -0.678424 -0.859740
H 4.520781 2.204336 -1.856111
H 3.343278 2.141139 -0.516066
H 2.798057 1.904070 -2.206206
H 5.280728 0.143806 -3.014208
H 3.607533 -0.018487 -3.506015
H 4.474572 -1.394026 -2.731620
H 5.919852 0.460897 -0.726662
H 5.192078 -1.036570 -0.137029
H 4.762905 0.556326 0.590211
C -1.925958 0.462152 -1.557934
C -1.691992 1.804345 -1.106202
C -0.375119 2.197127 -1.538592
H -2.428768 2.419508 -0.594932
C 0.201264 1.096293 -2.251272
C -0.758114 0.039416 -2.263995
H -0.643273 -0.906221 -2.786471
H -2.872815 -0.083199 -1.494848
H 0.072420 3.185308 -1.440367
H 1.107636 1.129317 -2.848008
C -0.021085 0.343531 2.376606
C -0.928169 1.408611 2.027653
C -0.167694 2.423578 1.345196
H -1.965332 1.487240 2.352312
C 1.179749 1.949591 1.198517
C 1.259684 0.657502 1.844293
H 2.170512 0.092214 2.033082
H -0.270017 -0.512032 3.013161
H -0.551184 3.396513 1.034663
H 2.032674 2.526290 0.822115
Ti -0.241162 0.541662 0.044148
C -1.991374 -3.309460 0.949070
C -2.010087 -1.843730 0.827148
C -3.229183 -1.124596 1.224507
O -0.959197 -1.268617 0.390893
H -3.014120 -3.683769 0.903038
H -1.555691 -3.591381 1.915279
H -1.383242 -3.736934 0.149708
H -3.194845 -0.043445 1.068406
H -4.069457 -1.534604 0.652824
H -3.444163 -1.312041 2.284625

Forces on the atoms, in the same order (eV/Å):
C 2.089 1.302 -0.709
C -0.421 -0.069 -0.007
C -0.078 -0.046 0.011
C -0.324 -0.054 0.178
Cl -1.531 -0.681 0.567
H -0.395 -0.133 0.156
H 0.174 -0.041 -0.328
H 0.280 0.122 0.139
H 0.072 0.075 0.113
H 0.065 -0.284 0.074
H -0.108 0.057 -0.046
H -0.005 -0.012 -0.058
H -0.034 0.102 0.061
H 0.034 -0.294 -0.059
C 0.464 0.797 -0.634
C -0.035 -0.387 -0.286
C -0.149 -0.509 -0.530
H 0.293 -0.053 -0.153
C -1.417 0.645 -0.015
C -0.238 0.417 0.373
H 0.069 0.109 0.299
H 0.553 0.183 0.171
H -0.152 -0.369 0.097
H -0.115 -0.210 0.522
C 0.118 0.812 -0.138
C 0.972 0.314 0.101
C 0.292 -0.456 0.622
H 0.321 0.017 -0.237
C -0.715 -0.145 0.878
C -0.560 0.857 0.605
H -0.329 0.031 -0.385
H 0.156 0.274 -0.550
H 0.176 -0.426 0.051
H -0.673 -0.409 -0.011
Ti 1.494 -1.021 -1.005
C -0.166 -0.220 -0.323
C 1.858 0.280 -0.488
C -0.292 0.683 -0.033
O -2.030 -0.625 0.780
H 0.138 -0.183 0.098
H -0.018 0.038 -0.053
H 0.009 -0.068 0.171
H 0.132 -0.210 -0.033
H 0.017 -0.034 0.150
H 0.009 -0.177 -0.138

The net atomic charges from natural (NBO), expressed in e, are:
1 C 0.015
2 C -0.628
3 C -0.616
4 C -0.628
5 Cl 0.020
6 H 0.257
7 H 0.196
8 H 0.200
9 H 0.245
10 H 0.214
11 H 0.239
12 H 0.245
13 H 0.238
14 H 0.210
15 C -0.245
16 C -0.316
17 C -0.267
18 H 0.282
19 C -0.222
20 C -0.221
21 H 0.280
22 H 0.272
23 H 0.281
24 H 0.278
25 C -0.218
26 C -0.322
27 C -0.221
28 H 0.280
29 C -0.290
30 C -0.234
31 H 0.288
32 H 0.273
33 H 0.279
34 H 0.284
35 Ti 1.256
36 C -0.730
37 C 0.724
38 C -0.750
39 O -0.611
40 H 0.264
41 H 0.294
42 H 0.276
43 H 0.240
44 H 0.293
45 H 0.298

---

Entry 2:
Below is C15H21N2SbSe4SiTc as an isolated structure in a non-equilibrium geometry, with properties calculated with ωB97M-V with the def2-TZVPD basis set.

The calculation puts the strongest force on any atom at 1.444 eV Å⁻¹. The value obtained for the frontier orbital gap (alpha / beta) is 4.93 / 4.93 eV. The total charge is +3.

CARTESIAN COORDINATES (ANGSTROEM)
Tc 0.471731 0.412235 1.116341
C 0.939893 -0.923132 3.067947
C -0.399459 -1.126022 2.726164
C -1.288038 -0.023666 2.630017
C -0.835764 1.275336 2.924624
C 0.513091 1.491527 3.255648
C 1.405014 0.393701 3.287541
H 1.624671 -1.758095 3.141512
H -0.759435 -2.123582 2.518618
H -2.317673 -0.185211 2.341842
H -1.518542 2.112796 2.865852
H 0.869303 2.490258 3.474120
H 2.450230 0.555806 3.522038
C -0.705459 3.919809 0.168794
C -1.115833 2.716510 -0.607145
C -2.025936 2.804368 -1.702215
C -2.405090 1.681412 -2.385758
C -1.890080 0.424031 -2.011548
C -1.001157 0.413090 -0.963364
N -0.634540 1.526771 -0.295080
N -0.333614 -0.608964 -0.316036
Si -0.357803 -2.412191 -0.807911
C 1.033435 -3.170299 0.135518
C -2.024363 -3.026477 -0.327943
C -0.058622 -2.375412 -2.632784
H -0.427597 4.730676 -0.503206
H 0.131416 3.698627 0.829822
H -1.545163 4.287461 0.761298
H -2.411764 3.774342 -1.981339
H -3.101028 1.758162 -3.209280
H -2.178588 -0.483252 -2.518809
H 0.830330 -3.267824 1.200979
H 1.974290 -2.632353 -0.003092
H 1.188202 -4.184569 -0.239135
H -2.189764 -3.035622 0.749527
H -2.124338 -4.059131 -0.672630
H -2.824368 -2.453444 -0.796806
H 0.437114 -1.465057 -2.970596
H -0.987934 -2.489096 -3.190330
H 0.580990 -3.217606 -2.902443
Se 2.649800 0.695651 -1.956819
Sb 5.609905 0.923152 -2.658938
Se 2.630587 0.977485 0.260538
Se 6.341752 -1.087384 -1.850797
Se 5.780177 3.045200 -3.474721

Forces on the atoms, in the same order (eV/Å):
Tc -1.107 -0.743 -0.553
C 0.098 -0.098 -0.080
C 0.134 0.122 -0.060
C 0.236 0.035 0.024
C 0.152 -0.064 -0.073
C 0.224 -0.058 -0.070
C -0.117 0.161 -0.089
H -0.040 -0.001 0.024
H -0.025 -0.025 0.003
H -0.033 -0.004 -0.032
H -0.002 0.007 0.002
H -0.029 -0.019 0.007
H -0.015 0.011 0.013
C 0.017 -0.056 -0.007
C -0.222 0.242 -0.330
C 0.354 0.120 0.452
C 0.068 -0.331 0.014
C 0.026 0.063 0.036
C -0.259 -0.046 -0.502
N 0.133 0.433 0.184
N 0.662 0.216 0.843
Si 0.000 0.024 0.132
C 0.107 -0.008 0.051
C -0.119 -0.056 0.037
C 0.028 0.054 -0.114
H 0.016 0.018 -0.030
H -0.017 0.008 -0.008
H -0.038 0.008 0.041
H 0.006 0.059 0.017
H -0.026 -0.035 -0.034
H -0.033 -0.041 -0.043
H 0.024 -0.005 0.047
H 0.000 -0.007 0.008
H 0.005 -0.040 -0.024
H -0.030 -0.005 0.033
H -0.017 -0.023 -0.001
H -0.065 0.006 -0.009
H 0.030 0.005 -0.035
H -0.041 0.018 -0.050
H 0.016 -0.031 -0.006
Se -0.033 0.077 0.658
Sb 0.225 0.019 0.108
Se -0.159 0.004 -0.483
Se -0.061 0.084 -0.079
Se -0.072 -0.097 -0.019

The net atomic charges from natural (NBO), expressed in e, are:
1 Tc 0.355
2 C -0.173
3 C -0.136
4 C -0.220
5 C -0.072
6 C -0.219
7 C -0.172
8 H 0.290
9 H 0.281
10 H 0.288
11 H 0.273
12 H 0.291
13 H 0.287
14 C -0.671
15 C 0.322
16 C -0.185
17 C -0.111
18 C -0.176
19 C 0.284
20 N -0.433
21 N -0.552
22 Si 1.776
23 C -1.150
24 C -1.146
25 C -1.145
26 H 0.276
27 H 0.224
28 H 0.271
29 H 0.267
30 H 0.272
31 H 0.263
32 H 0.239
33 H 0.247
34 H 0.292
35 H 0.248
36 H 0.293
37 H 0.261
38 H 0.248
39 H 0.271
40 H 0.285
41 Se -0.036
42 Sb 1.025
43 Se 0.416
44 Se -0.150
45 Se -0.100

---

Calculated total energy values (in hartree) by entry order: -2047.13928, -10908.96935.